1.
Formula: C24H30O2
Source: the Open Molecules 2025 dataset
Level of theory: ωB97M-V with the def2-TZVPD basis set

Each line ends with the natural charge from an NBO analysis.
Positions of all 56 atoms, in Å:
C1 -3.9558 4.0318 -2.1094  -0.22
C2 -2.8499 3.5824 -2.2200  -0.03
C3 -1.5450 2.9150 -2.2332  -0.49
C4 -1.5613 1.4080 -1.9151  -0.30
C5 -2.8910 0.7531 -2.2919  0.80
O1 -3.2257 0.2799 -3.3341  -0.55
O2 -3.7033 0.7452 -1.1971  -0.49
C6 -3.0041 1.2631 -0.0638  -0.08
C7 -1.5481 1.0197 -0.4221  -0.23
C8 -0.4468 1.5549 0.4654  -0.40
C9 -0.2840 0.7983 1.7905  -0.39
C10 0.0892 -0.6716 1.6385  -0.40
C11 0.4498 -1.3460 2.9611  -0.39
C12 0.9415 -2.7898 2.7371  -0.61
H1 -4.9183 4.4792 -2.0476  0.24
H2 -1.1631 3.0214 -3.2537  0.25
H3 -0.8447 3.4546 -1.5934  0.24
H4 -0.7032 0.9223 -2.3756  0.24
H5 -3.3154 0.7769 0.8611  0.19
H6 -3.2257 2.3265 0.0639  0.19
H7 -1.4807 -0.0747 -0.4665  0.21
H8 -0.6001 2.6134 0.6967  0.21
H9 0.4926 1.4994 -0.0975  0.20
H10 -1.2371 0.8614 2.3293  0.19
H11 0.4479 1.3287 2.4036  0.21
H12 0.9064 -0.7718 0.9144  0.19
H13 -0.7618 -1.2165 1.2200  0.19
H14 -0.4496 -1.3523 3.5809  0.20
H15 1.2219 -0.7639 3.4673  0.19
H16 0.5435 -3.1599 1.7905  0.20
H17 2.0273 -2.7820 2.6331  0.20
H18 0.6387 -3.4608 3.5373  0.22
C13 2.1194 -5.3090 6.9927  -0.20
C14 2.5284 -5.1630 5.6743  -0.22
C15 2.7816 -6.2847 4.8971  -0.21
C16 2.6214 -7.5532 5.4372  -0.21
C17 2.2110 -7.6994 6.7551  -0.21
C18 1.9619 -6.5776 7.5335  -0.22
H19 1.9230 -4.4338 7.5988  0.21
H20 2.6491 -4.1738 5.2513  0.21
H21 3.1036 -6.1700 3.8699  0.21
H22 2.8163 -8.4283 4.8307  0.21
H23 2.0850 -8.6888 7.1759  0.21
H24 1.6446 -6.6920 8.5621  0.21
C19 1.7567 4.3328 -7.5724  -0.21
C20 0.8332 3.3497 -7.2447  -0.22
C21 -0.2965 3.6771 -6.5074  -0.21
C22 -0.5041 4.9886 -6.1019  -0.22
C23 0.4186 5.9721 -6.4306  -0.21
C24 1.5501 5.6436 -7.1645  -0.21
H25 2.6379 4.0775 -8.1470  0.21
H26 0.9927 2.3282 -7.5653  0.21
H27 -1.0169 2.9103 -6.2504  0.22
H28 -1.3876 5.2435 -5.5297  0.22
H29 0.2554 6.9947 -6.1152  0.21
H30 2.2712 6.4097 -7.4193  0.21

E_LUMO (eV): 0.72
Strongest force on any atom (Eh/bohr): 0.0180
E (eV): -29467.9116
HOMO energy (eV): -9.43
HOMO-LUMO gap (eV): 10.2
Charge: 0
Energy above the lowest of the compared OMol25 structures with the same formula, charge and spin (kJ/mol): 0.00



2.
Formula: C3H5NO2S
Source: the Open Molecules 2025 dataset
Level of theory: ωB97M-V with the def2-TZVPD basis set

Each line ends with the natural charge from an NBO analysis.
Positions of all 12 atoms, in Å:
C1 -0.6540 -0.2200 0.5992  -0.46
C2 0.2458 -1.3920 0.2872  -0.22
C3 0.4554 0.7311 0.1748  0.66
H1 -1.7623 0.6007 -1.4873  0.16
H2 -0.8417 -0.0723 1.6615  0.26
H3 0.7115 -1.9488 1.0946  0.20
H4 -0.1966 -2.0803 -0.3958  0.21
H5 2.9541 -0.2068 -1.1185  0.48
N1 1.2352 -0.3712 -0.2518  -0.17
O1 2.6148 -0.3543 -0.2421  -0.53
O2 0.6663 1.9227 0.1910  -0.55
S1 -2.2527 -0.0597 -0.2469  -0.02

E_LUMO (eV): 0.65
Strongest force on any atom (Eh/bohr): 0.0527
E (eV): -19609.7466
HOMO energy (eV): -9.59
HOMO-LUMO gap (eV): 10.2
Charge: 0
Energy above the lowest of the compared OMol25 structures with the same formula, charge and spin (kJ/mol): 266.74



3.
Formula: C14H24N4O6
Source: the Open Molecules 2025 dataset
Level of theory: ωB97M-V with the def2-TZVPD basis set

Each line ends with the natural charge from an NBO analysis.
Positions of all 48 atoms, in Å:
C1 -0.8827 -0.9955 -0.2381  -0.73
C2 -1.4036 0.0530 -1.1098  0.32
N1 -1.8589 0.8541 -1.7634  -0.38
H1 -1.5163 -1.0627 0.6400  0.28
H2 0.1549 -0.8218 0.0241  0.25
H3 -0.9297 -1.9028 -0.8403  0.26
C3 -2.6554 -4.4238 0.6028  -0.73
C4 -2.8512 -4.5895 2.0275  0.29
N2 -3.0075 -4.6746 3.1604  -0.33
H4 -1.8261 -5.0151 0.2326  0.26
H5 -2.5877 -3.3591 0.3773  0.26
H6 -3.4871 -4.7305 -0.0458  0.26
C5 1.2915 -5.5553 1.9152  -0.72
C6 0.9006 -4.6783 0.8063  0.31
N3 0.5538 -3.8754 0.0848  -0.36
H7 1.9107 -4.9191 2.5492  0.26
H8 1.8295 -6.4259 1.5608  0.26
H9 0.4094 -5.8850 2.4581  0.26
C7 -2.9568 4.3780 -1.3161  -0.73
C8 -2.2790 4.3058 -0.0229  0.31
N4 -1.7435 4.2161 0.9748  -0.36
H10 -3.9906 4.7104 -1.2462  0.25
H11 -2.9663 3.3873 -1.7661  0.28
H12 -2.4154 5.1379 -1.8857  0.25
C9 2.0229 1.4507 -4.2073  -0.25
O1 2.2264 2.8417 -3.9459  -0.50
C10 2.0250 3.2725 -2.7086  0.98
O2 1.6855 2.6035 -1.7724  -0.66
O3 2.2612 4.5551 -2.6724  -0.49
C11 2.2474 5.1366 -1.3455  -0.26
H13 2.6405 0.8376 -3.5511  0.19
H14 2.3262 1.2956 -5.2375  0.20
H15 0.9760 1.1907 -4.0830  0.20
H16 1.2118 5.2594 -1.0283  0.19
H17 2.7076 6.1093 -1.4725  0.20
H18 2.7758 4.5154 -0.6292  0.20
C12 0.4992 1.7186 0.9208  -0.27
O4 1.1990 0.6107 1.4173  -0.49
C13 0.5163 -0.2704 2.0830  0.99
O5 -0.6417 -0.2545 2.2900  -0.65
O6 1.3565 -1.1947 2.4876  -0.50
C14 0.8831 -2.2612 3.2893  -0.25
H19 -0.1532 2.1620 1.6849  0.21
H20 -0.1393 1.4708 0.0805  0.19
H21 1.1950 2.5071 0.6778  0.21
H22 1.7966 -2.8361 3.4563  0.18
H23 0.1415 -2.8925 2.8079  0.19
H24 0.5482 -1.9560 4.2788  0.20

E_LUMO (eV): 0.48
Strongest force on any atom (Eh/bohr): 0.0547
E (eV): -33150.7579
HOMO energy (eV): -10.75
HOMO-LUMO gap (eV): 11.2
Charge: 0
Energy above the lowest of the compared OMol25 structures with the same formula, charge and spin (kJ/mol): 530.95



4.
Formula: H2N2O5S
Source: the Open Molecules 2025 dataset
Level of theory: ωB97M-V with the def2-TZVPD basis set

Each line ends with the natural charge from an NBO analysis.
Positions of all 10 atoms, in Å:
N1 2.0004 0.9453 -0.6154  0.16
N2 0.0291 0.5019 -0.7948  -0.26
O1 0.7839 -1.2894 0.9390  -0.90
O2 -1.4948 -1.4133 0.0564  -0.90
O3 -0.7816 0.5658 1.5157  -0.92
O4 2.5205 0.0883 -1.1425  -0.18
O5 -0.7665 1.6215 -0.7042  -0.44
S1 -0.3211 -0.4121 0.5502  2.37
H1 -1.3217 -2.4556 -0.0191  0.56
H2 -0.6484 1.8476 0.2147  0.49

E_LUMO (alpha / beta) (eV): 0.02 / -2.74
Strongest force on any atom (Eh/bohr): 0.0950
E (eV): -24078.2741
HOMO energy (alpha / beta) (eV): -8.31 / -11.80
HOMO-LUMO gap (alpha / beta) (eV): 8.3 / 9.1
Charge: 0
Multiplicity: 3
Energy above the lowest of the compared OMol25 structures with the same formula, charge and spin (kJ/mol): 0.00



5.
Formula: C6H7F
Source: the Open Molecules 2025 dataset
Level of theory: ωB97M-V with the def2-TZVPD basis set

Each line ends with the natural charge from an NBO analysis.
Positions of all 14 atoms, in Å:
C1 -0.1344 -1.3129 -0.8108  0.14
C2 -1.1883 -0.2800 -0.5186  -0.21
C3 -1.1637 0.7659 0.2617  -0.18
C4 0.1054 0.9925 0.9290  -0.50
C5 1.2444 0.2276 0.4718  -0.15
C6 1.2121 -0.7964 -0.2786  -0.23
H1 -0.2690 -2.3268 -0.5532  0.19
H2 -2.1559 -0.4257 -0.9767  0.21
H3 -2.0380 1.4014 0.5279  0.22
H4 0.2442 2.1361 0.8695  0.22
H5 0.0202 1.0496 2.0073  0.24
H6 2.1302 0.8159 0.7211  0.21
H7 2.1353 -1.1967 -0.4701  0.21
F1 -0.1423 -1.0506 -2.1802  -0.36

E_LUMO (eV): 1.04
Strongest force on any atom (Eh/bohr): 0.0911
E (eV): -9050.5774
HOMO energy (eV): -9.42
HOMO-LUMO gap (eV): 10.5
Charge: 0
Energy above the lowest of the compared OMol25 structures with the same formula, charge and spin (kJ/mol): 123.24



6.
Formula: C7H15N
Source: the Open Molecules 2025 dataset
Level of theory: ωB97M-V with the def2-TZVPD basis set

Each line ends with the natural charge from an NBO analysis.
Positions of all 23 atoms, in Å:
C1 -1.7454 1.6679 0.4916  0.13
C2 -0.9330 2.6501 1.0851  -0.76
C3 -2.3551 1.8160 -0.8580  -0.68
C4 1.5789 -2.7938 0.8899  -0.62
C5 1.5435 -1.7847 -1.4376  -0.64
N1 0.2822 0.6635 -0.0639  -0.87
C6 1.2471 -1.6107 0.0247  -0.08
C7 0.7157 -0.4905 0.5577  0.00
H1 0.5357 0.6772 -1.0514  0.35
H2 -2.0456 0.8036 1.0713  0.20
H3 0.5333 -0.4831 1.6322  0.17
H4 -0.8774 2.6782 2.1684  0.23
H5 -0.9026 3.6296 0.6165  0.22
H6 0.1092 1.8627 0.6292  0.42
H7 -2.4422 0.8590 -1.3711  0.23
H8 -3.3621 2.2388 -0.7515  0.24
H9 -1.7813 2.5040 -1.4809  0.22
H10 1.3328 -2.6127 1.9374  0.21
H11 1.0346 -3.6883 0.5656  0.20
H12 0.9227 -2.5784 -1.8699  0.21
H13 1.3782 -0.8815 -2.0265  0.20
H14 2.5855 -2.0867 -1.5905  0.21
H15 2.6453 -3.0402 0.8319  0.20

E_LUMO (alpha / beta) (eV): 0.53 / 0.53
Strongest force on any atom (Eh/bohr): 0.0403
E (eV): -8988.7088
HOMO energy (alpha / beta) (eV): -7.05 / -7.05
HOMO-LUMO gap (alpha / beta) (eV): 7.6 / 7.6
Charge: 0
Energy above the lowest of the compared OMol25 structures with the same formula, charge and spin (kJ/mol): 364.82



energy above the lowest of the compared OMol25 structures with the same formula, charge and spin of number 1 (C24H30O2)? 0.00 kJ/mol